1.
Molecular formula: N2O6Sr3
Method: DFT, ωB97M-V/def2-TZVPD

Net charge: +4
E, Eh: -651.0711
LUMO level, eV: -13.14
Gap between HOMO and LUMO, eV: 1.228

Structure (XYZ):
```
11
Properties=species:S:1:pos:R:3:nbo_charge:R:1
Sr -23.626 12.514 8.305 1.5899
Sr -19.029 9.309 -0.604 1.9446
Sr -29.137 11.769 3.991 1.5272
N -24.568 12.762 -5.067 0.7119
O -25.418 13.592 -5.429 -0.2289
O -24.572 11.694 -5.612 -0.2771
O -23.912 13.052 -4.153 -0.2902
N -23.120 11.883 2.524 0.7343
O -24.302 11.743 2.410 -0.5469
O -22.424 11.762 1.542 -0.5725
O -22.589 12.084 3.606 -0.5923
```

---

2.
Molecular formula: N4O12Rb
Method: DFT, ωB97M-V/def2-TZVPD

Net charge: -3
E, Eh: -1145.5072
LUMO level, eV: 5.76
Gap between HOMO and LUMO, eV: 6.213

Structure (XYZ):
```
17
Properties=species:S:1:pos:R:3:nbo_charge:R:1
Rb 1.017 0.759 0.023 0.9938
N -1.196 -3.510 -0.967 0.7175
O -2.010 -3.526 -0.037 -0.5749
O -0.014 -3.123 -0.730 -0.6287
O -1.549 -3.655 -2.083 -0.5125
N -2.699 2.499 2.510 0.6899
O -2.809 1.610 3.418 -0.5627
O -1.481 2.956 2.370 -0.6074
O -3.765 2.970 2.096 -0.5182
N -0.653 1.256 -4.731 0.6898
O -0.810 1.476 -3.460 -0.5707
O 0.500 1.247 -5.275 -0.5662
O -1.626 0.935 -5.498 -0.5513
N 4.334 -0.533 3.003 0.7244
O 5.058 -1.195 3.532 -0.4693
O 3.161 -0.852 2.694 -0.6130
O 4.543 0.687 3.136 -0.6403
```

---

3.
Molecular formula: NO2
Method: DFT, ωB97M-V/def2-TZVPD

Net charge: -1
E, Eh: -205.1284
LUMO level, eV: 5.51
Gap between HOMO and LUMO, eV: 8.367
Structure (SMILES): O=N[O-]

Structure (XYZ):
```
3
Properties=species:S:1:pos:R:3:nbo_charge:R:1
N 0.265 -0.094 0.399 0.2481
O -1.328 -0.261 -0.008 -0.8160
O 1.062 0.355 -0.392 -0.4321
```

---

4.
Molecular formula: NO3PS
Method: DFT, ωB97M-V/def2-TZVPD

E, Eh: -1019.9387
LUMO level (alpha / beta), eV: -2.45 / -2.45
Gap between HOMO and LUMO (alpha / beta), eV: 8.048 / 8.051

Structure (XYZ):
```
6
Properties=species:S:1:pos:R:3:nbo_charge:R:1
N 0.253 -1.151 0.508 -1.1192
O 0.520 1.187 0.498 -0.9910
O -1.791 0.040 -0.230 -0.8446
O 0.130 -0.122 -1.757 -0.8520
P 1.295 0.145 1.430 1.3853
S -0.407 -0.099 -0.449 2.4215
```

---

5.
Molecular formula: NO4P
Method: DFT, ωB97M-V/def2-TZVPD

Net charge: -2
E, Eh: -697.0318
LUMO level (alpha / beta), eV: 7.67 / 7.68
Gap between HOMO and LUMO (alpha / beta), eV: 5.823 / 5.814

Structure (XYZ):
```
6
Properties=species:S:1:pos:R:3:nbo_charge:R:1
N -0.625 0.494 -1.382 -0.2514
O 1.243 -1.342 0.438 -1.2227
O -0.686 -0.184 1.518 -1.2030
O -1.672 -0.136 -1.639 -0.4869
O 1.572 1.146 0.941 -1.2043
P 0.567 -0.004 0.710 2.3683
```

---

6.
Molecular formula: NO4PS
Method: DFT, ωB97M-V/def2-TZVPD

Net charge: -2
E, Eh: -1095.3186
LUMO level, eV: 6.57
Gap between HOMO and LUMO, eV: 7.122

Structure (XYZ):
```
7
Properties=species:S:1:pos:R:3:nbo_charge:R:1
N -1.086 -0.452 0.633 -1.0178
O 0.479 2.045 -0.323 -1.1984
O -0.507 0.670 -2.217 -1.1965
O 1.620 -0.040 -1.019 -1.2102
O -0.545 -1.723 2.682 -1.0757
P 0.353 0.764 -1.001 2.4621
S 0.008 -1.053 1.400 1.2365
```

---

7.
Molecular formula: NO4S
Method: DFT, ωB97M-V/def2-TZVPD

Net charge: -1
E, Eh: -753.8545
2S+1: 3
LUMO level (alpha / beta), eV: 2.82 / 3.66
Gap between HOMO and LUMO (alpha / beta), eV: 5.536 / 9.087
<S²>: 2.0121

Structure (XYZ):
```
6
Properties=species:S:1:pos:R:3:nbo_charge:R:1
N 0.919 0.187 2.755 0.0928
O 0.465 -1.374 -1.154 -0.9850
O 0.118 0.415 1.872 -0.2486
O 0.374 1.036 -1.633 -0.9870
O -1.670 -0.147 -0.888 -0.9843
S -0.206 -0.116 -0.951 2.1121
```

---

8.
Molecular formula: O2
Method: DFT, ωB97M-V/def2-TZVPD

E, Eh: -150.1525
LUMO level, eV: -4.99
Gap between HOMO and LUMO, eV: 7.518

Structure (XYZ):
```
2
Properties=species:S:1:pos:R:3:nbo_charge:R:1
O 0.000 0.000 0.838 0.0000
O 0.000 0.000 -0.838 0.0000
```